Entry 1:
29
Properties=species:S:1:pos:R:3:nbo_charge:R:1 method="wB97M-V/def2-TZVPD" e_lumo_ev=-0.021 smiles="S=C1SC2(CCCC2)NC2=C1CCC2" e_homo_ha=-0.2908 charge=0
S 2.38330 3.52216 2.53444 -0.087
C 1.78437 2.16625 1.75554 -0.267
S 0.86310 1.03751 2.70324 0.356
C -0.01896 -0.04386 1.52456 0.026
C -1.40025 0.51639 1.22210 -0.444
C -2.29343 -0.68885 1.22233 -0.393
C -1.74097 -1.59679 2.30800 -0.403
C -0.25548 -1.39756 2.23676 -0.431
N 0.77018 -0.21408 0.26197 -0.612
C 1.54701 0.80575 -0.30176 0.301
C 2.05615 1.88806 0.33554 -0.217
C 2.85508 2.73229 -0.54736 -0.408
C 2.72831 2.06760 -1.94498 -0.387
C 1.99815 0.74430 -1.72220 -0.448
H -1.68480 1.22718 1.96423 0.222
H -1.39332 1.02123 0.26981 0.223
H -2.22756 -1.17366 0.24403 0.187
H -3.28882 -0.38856 1.41067 0.217
H -2.15502 -1.18587 3.24131 0.201
H -2.05933 -2.60335 2.14882 0.217
H 0.17275 -1.44016 3.24011 0.235
H 0.15884 -2.25825 1.67957 0.221
H 0.48544 -0.96471 -0.34163 0.395
H 2.56725 3.79297 -0.51151 0.228
H 3.91003 2.66735 -0.24621 0.212
H 2.09653 2.66364 -2.60091 0.206
H 3.67475 1.93462 -2.43958 0.213
H 2.69070 -0.11560 -1.92535 0.222
H 1.12210 0.63012 -2.37540 0.215

***

Entry 2:
34
Properties=species:S:1:pos:R:3:nbo_charge:R:1 method="wB97M-V/def2-TZVPD" e_lumo_ev="-10.138 / -11.768" s2=2.0149 multiplicity=3 e_homo_ha="-0.5802 / -0.5800" charge=+2
C -1.45243 0.13032 -3.51240 -0.790
I -3.67113 1.62048 -1.37899 0.461
H -0.44584 -0.22441 -3.73020 0.262
H -1.65820 1.17394 -3.80794 0.236
H -2.28438 -0.55371 -3.74938 0.237
Au -1.52349 0.08829 -1.45534 0.934
P -0.93410 -2.09367 -0.24704 1.156
C -2.41006 -2.58102 0.73496 -0.972
C -0.87167 -3.40792 -1.50631 -0.970
H 1.38700 -2.21733 0.44161 0.289
H 0.43946 -3.58040 1.12898 0.293
H 0.32083 -1.95006 1.85198 0.258
C 0.43203 -2.50051 0.90766 -0.961
H 0.12613 -3.39749 -1.95995 0.285
H -1.08438 -4.39047 -1.06041 0.281
H -2.41791 -3.67243 0.88672 0.296
H -3.31768 -2.27913 0.19399 0.259
H -1.61961 -3.18278 -2.27488 0.260
H -2.38688 -2.07799 1.71310 0.265
C -1.24732 0.57341 0.45551 0.433
O -1.49532 1.08246 1.44360 -0.387
Cl 1.13070 -0.74471 -1.56713 -0.288
N 4.37464 4.90111 2.98596 -0.170
C 3.59850 4.19864 2.44751 0.214
C 2.64530 3.35260 1.77050 -0.082
C 2.11103 3.72057 0.53695 -0.181
C 1.19180 2.84782 -0.09129 0.048
N 0.77760 1.72124 0.47782 -0.455
C 1.28805 1.36071 1.65373 0.023
C 2.24529 2.12970 2.35232 -0.166
H 2.38068 4.67319 0.05101 0.268
H 0.80308 3.08046 -1.08256 0.211
H 0.93846 0.41430 2.08612 0.193
H 2.62982 1.78481 3.30380 0.262

***

Entry 3:
48
Properties=species:S:1:pos:R:3:nbo_charge:R:1 method="wB97M-V/def2-TZVPD" e_lumo_ev=-3.510 e_homo_ha=-0.4319 charge=+1
O -1.26183 2.23469 3.22359 -0.493
C -2.22491 2.49308 2.56902 0.550
Br -4.02015 2.16805 3.28057 -0.031
C -2.20135 3.04745 1.17102 -0.909
B -1.50066 2.08416 0.15751 1.198
O -2.00111 1.95671 -1.12046 -0.867
B -2.16226 0.59971 -1.41798 1.209
C -3.56887 0.03231 -1.72937 -0.811
C -3.58466 -1.41207 -2.27109 -0.411
C -4.87786 -2.10626 -1.87886 -0.416
Br -4.67402 -4.03441 -1.92627 -0.003
O -1.01692 -0.20658 -1.28360 -0.860
B -0.35949 0.10121 -0.15546 0.916
S 0.75955 -1.27847 0.56447 1.858
O 0.57199 -2.51574 -0.12711 -0.878
O 2.10871 -0.73849 0.50289 -0.986
C 0.42773 -1.46746 2.38852 0.419
F 0.33742 -0.22676 2.89427 -0.292
F 1.51095 -2.07147 2.89856 -0.283
C -0.83472 -2.29473 2.73883 0.544
F -0.67233 -2.78631 3.97976 -0.284
F -1.00324 -3.30753 1.89203 -0.275
C -2.12906 -1.44705 2.75294 0.929
F -2.07787 -0.47240 3.66054 -0.279
F -2.30193 -0.91619 1.52062 -0.336
F -3.16128 -2.26183 3.02000 -0.284
O -0.40049 1.28367 0.48936 -0.871
H -3.20873 3.21703 0.82582 0.275
H -1.71488 4.01366 1.23748 0.299
H -4.11791 0.69758 -2.38297 0.259
H -4.10886 0.05944 -0.78276 0.252
H -3.45931 -1.41848 -3.34047 0.220
H -2.78390 -1.94991 -1.78287 0.218
H -5.20784 -1.82418 -0.89271 0.208
H -5.66418 -1.84241 -2.57034 0.218
C 6.28654 0.68950 -3.03676 -0.743
C 5.06788 0.93580 -2.22002 0.716
O 4.04545 1.41910 -2.56506 -0.436
N 5.11417 0.48432 -0.76992 -0.587
C 5.05232 1.64140 0.19252 -0.413
H 6.07837 0.97544 -4.06179 0.284
H 7.12277 1.28107 -2.65606 0.265
H 6.55600 -0.36863 -3.00339 0.260
H 5.91820 -0.11628 -0.58785 0.439
H 4.23387 -0.03423 -0.64715 0.480
H 5.90958 2.28710 0.02582 0.230
H 5.07956 1.22779 1.19596 0.249
H 4.11953 2.16765 0.02821 0.254

***

Entry 4:
44
Properties=species:S:1:pos:R:3:nbo_charge:R:1 method="wB97M-V/def2-TZVPD" e_lumo_ev="1.889 / -0.431" s2=0.7687 multiplicity=2 e_homo_ha="-0.1955 / -0.1956" charge=-1
Pb -0.26713 -0.58540 -1.25915 1.149
O -4.95277 4.14217 -1.50497 -0.728
C -4.34499 4.65352 -0.38695 -0.046
C -3.20426 3.69917 -0.01935 -0.138
C -3.83841 2.28856 0.26638 -0.051
O -4.21832 1.59666 -0.84858 -0.711
C -2.60207 4.29322 1.30678 -0.578
Se -0.83027 3.73829 1.81129 0.130
C -2.10792 3.55931 -1.03684 -0.615
Se -0.50097 2.74194 -0.30371 0.214
H -5.61536 4.75909 -1.82250 0.480
H -4.98430 4.69912 0.50448 0.162
H -3.88878 5.72647 -0.49722 0.154
H -4.64666 2.44715 1.00195 0.139
H -3.11042 1.63498 0.78633 0.193
H -4.61015 2.17212 -1.49096 0.486
H -3.19319 3.99818 2.13130 0.217
H -2.67419 5.42426 1.16955 0.209
H -1.66508 4.53803 -1.42045 0.224
H -2.33964 2.93053 -1.96569 0.285
S -0.57173 1.35779 -3.16682 -0.748
Sb -0.79434 -0.81598 -4.18111 0.929
S -2.37372 -1.69497 -2.67344 -0.731
S 1.07187 -2.04253 -3.25349 -0.688
N 3.02700 -2.41098 2.21013 -0.749
C 3.63836 -3.61277 2.52692 0.129
S 3.90139 -4.30368 4.02823 -0.207
C 3.87702 -4.51510 1.38629 -0.105
C 4.00685 -4.07739 0.05116 -0.232
C 3.89984 -4.96962 -1.00422 0.029
N 3.76676 -6.26248 -0.74271 -0.422
C 3.64506 -6.69158 0.46224 0.031
C 3.73872 -5.88459 1.59516 -0.209
H 2.90262 -1.75407 2.96605 0.411
H 3.00946 -2.05155 1.26630 0.438
H 4.27195 -3.02490 -0.20393 0.234
H 3.78170 -4.57266 -2.01056 0.206
H 3.30421 -7.70351 0.55352 0.181
H 3.62877 -6.23488 2.61432 0.247
F 1.83354 1.12785 -0.94086 -0.560
B 2.39457 0.57134 0.24251 1.348
F 3.47687 1.37316 0.64607 -0.556
F 1.42145 0.50250 1.29609 -0.573
F 2.73672 -0.76680 -0.08955 -0.577

***

| no. | maximum force (eV Å⁻¹) |
| --- | --- |
| 1 | 2.737 |
| 2 | 4.179 |
| 3 | 1.727 |
| 4 | 3.200 |